# 1
Molecular formula: C8H15N4O
Method: DFT, ωB97M-V with the def2-TZVPD basis set

Each atom is followed by the atoms it is bonded to, with distances in Å.
CARTESIAN COORDINATES (ANGSTROEM)
1 C -0.73 0.58 3.67  C2 1.317, N9 1.465, H14 1.137
2 C -1.66 1.10 2.90  C1 1.317, N10 1.441, H15 1.058
3 C -1.05 -0.72 1.86  C4 1.427, N9 1.408, N10 1.358
4 C -0.62 -1.44 0.70  C3 1.427, O13 1.194
5 C 2.70 0.51 -1.74  C7 1.598, H16 1.148, H17 1.098, H18 1.130
6 C -0.71 -0.97 -2.74  N12 1.417, H19 1.098, H20 1.009, H21 1.061
7 C 1.56 -0.38 -1.05  C5 1.598, C8 1.491, H22 1.063, H23 1.119
8 C 0.25 0.33 -1.01  C7 1.491, N11 1.387, N12 1.274
9 N -0.29 -0.67 3.05  C1 1.465, C3 1.408, H27 1.008
10 N -1.81 0.38 1.66  C2 1.441, C3 1.358, H24 1.019
11 N 0.16 1.41 -0.15  C8 1.387, H25 1.008, H26 1.008
12 N -0.70 0.13 -1.84  C6 1.417, C8 1.274, H28 0.981
13 O -0.88 -2.41 0.06  C4 1.194
14 H -0.42 0.99 4.68  C1 1.137
15 H -2.29 1.95 2.94  C2 1.058
16 H 2.81 1.34 -0.96  C5 1.148
17 H 2.31 0.84 -2.71  C5 1.098
18 H 3.69 -0.03 -1.77  C5 1.130
19 H 0.20 -1.38 -3.18  C6 1.098
20 H -1.00 -1.82 -2.29  C6 1.009
21 H -1.30 -0.73 -3.59  C6 1.061
22 H 1.46 -1.35 -1.46  C7 1.063
23 H 2.03 -0.60 -0.06  C7 1.119
24 H -2.77 0.19 1.36  N10 1.019
25 H 0.70 1.35 0.70  N11 1.008
26 H -0.68 1.97 -0.15  N11 1.008
27 H 0.59 -1.15 2.99  N9 1.008
28 H -1.57 0.58 -1.87  N12 0.981

Results
Total charge ... +1
Electronic energy ... -607.7458 Eh
HOMO ... -10.29 eV
Spin multiplicity ... 1
ΔE to the lowest compared entry with this formula, charge and spin ... 1.583 eV

# 2
Molecular formula: C8H11N3O2
Method: DFT, ωB97M-V with the def2-TZVPD basis set

Each atom is followed by the atoms it is bonded to, with distances in Å.
CARTESIAN COORDINATES (ANGSTROEM)
1 N 2.95 -0.71 -2.28  C2 1.504, H14 1.046, H15 1.025
2 C 3.14 0.48 -1.38  N1 1.504, C3 1.497, H16 1.126, H17 1.132
3 C 2.06 0.60 -0.35  C2 1.497, N4 1.501, H18 1.131, H19 1.149
4 N 0.69 0.50 -0.94  C3 1.501, C5 1.404, H20 1.009
5 C -0.45 0.68 -0.13  N4 1.404, C6 1.428, C10 1.369
6 C -0.90 2.02 0.05  C5 1.428, C7 1.396, H21 1.070
7 C -2.01 2.26 0.86  C6 1.396, C8 1.358, H22 1.091
8 C -2.65 1.24 1.50  C7 1.358, C9 1.382, H23 1.071
9 C -2.19 -0.05 1.34  C8 1.382, C10 1.370, H24 1.069
10 C -1.11 -0.32 0.53  C5 1.369, C9 1.370, N11 1.500
11 N -0.59 -1.72 0.47  C10 1.500, O12 1.202, O13 1.225
12 O -1.19 -2.59 1.04  N11 1.202
13 O 0.53 -1.96 0.02  N11 1.225
14 H 1.91 -0.79 -2.28  N1 1.046
15 H 3.22 -1.55 -1.76  N1 1.025
16 H 4.21 0.48 -1.03  C2 1.126
17 H 3.07 1.41 -2.02  C2 1.132
18 H 2.25 -0.25 0.37  C3 1.131
19 H 2.26 1.56 0.26  C3 1.149
20 H 0.70 1.02 -1.81  N4 1.009
21 H -0.48 2.87 -0.45  C6 1.070
22 H -2.42 3.26 0.97  C7 1.091
23 H -3.47 1.41 2.18  C8 1.071
24 H -2.61 -0.93 1.77  C9 1.069

Results
Electronic energy ... -626.0585 Eh
Structure (SMILES) ... NCCNc1ccccc1[N+](=O)[O-]
HOMO ... -9.16 eV
Spin multiplicity ... 1
ΔE to the lowest compared entry with this formula, charge and spin ... 1.574 eV

| no. | gap between HOMO and LUMO (eV) |
| --- | --- |
| 1 | 7.37 |
| 2 | 8.83 |